Entry 1:
107
Properties=species:S:1:pos:R:3 method="wB97M-V/def2-TZVPD" orbital_gap_ev="5.826 / 5.862" homo_ha="-0.136 / -0.138" spin_multiplicity=8 total_energy_ev=-98161.7488 lumo_energy_ha="0.0778 / 0.0778" relative_energy_kj_mol=595.1 mol_weight_da=1123.29 total_charge=-1 s2=15.760
Eu 0.50 -0.77 -0.60
N -1.35 -0.78 -2.87
C 0.64 -2.96 -3.49
C 1.27 -1.61 -3.98
N 1.88 -0.74 -2.99
C 3.25 -1.01 -2.65
C 3.41 -2.26 -1.81
N 2.75 -2.16 -0.53
H -2.26 -2.28 -1.94
H -1.10 -0.53 -3.81
H 0.26 -3.40 -4.41
H 1.44 -3.54 -3.02
H 0.62 -0.98 -4.70
H 2.07 -2.02 -4.65
H 1.69 0.24 -3.30
H 3.71 -0.11 -2.18
H 3.90 -1.04 -3.57
H 4.50 -2.30 -1.67
H 3.11 -3.18 -2.38
H 3.08 -1.35 -0.04
H 2.72 -2.95 0.09
C 1.45 3.05 -1.40
C -0.02 2.85 -1.85
C -1.01 3.71 -2.32
C -2.12 2.90 -2.45
C -3.50 3.15 -3.06
N -1.70 1.63 -2.24
N -0.36 1.59 -1.94
B -2.45 0.25 -2.38
N -2.86 -0.21 -1.02
N -1.93 -0.16 0.04
C -2.61 -0.19 1.18
C -1.89 -0.21 2.45
C -3.99 -0.33 0.85
C -4.12 -0.27 -0.56
C -5.39 -0.14 -1.36
N -1.68 -2.23 -2.81
N -0.40 -3.01 -2.42
C -0.95 -4.36 -2.50
C -0.12 -5.40 -1.91
C -1.95 -4.36 -3.37
C -2.17 -2.99 -3.94
C -3.58 -2.53 -4.28
H 1.40 3.82 -0.63
H 2.10 3.20 -2.30
H 1.69 2.13 -0.90
H -0.87 4.83 -2.32
H -4.25 2.72 -2.42
H -3.62 2.83 -4.10
H -3.57 4.22 -3.05
H -3.49 0.32 -3.07
H -1.73 0.78 2.96
H -0.90 -0.73 2.31
H -2.43 -0.85 3.17
H -4.86 -0.43 1.49
H -5.34 0.61 -2.09
H -6.21 0.03 -0.65
H -5.59 -0.95 -2.04
H 0.94 -5.14 -2.14
H -0.37 -6.38 -2.25
H -0.17 -5.39 -0.80
H -2.51 -5.22 -3.82
H -4.05 -3.15 -5.09
H -3.63 -1.44 -4.45
H -4.19 -2.56 -3.37
I 1.66 -3.49 3.15
C -0.43 -3.62 2.80
C -1.31 -3.84 3.87
C -2.67 -3.87 3.68
I -3.94 -3.93 5.32
C -3.16 -3.59 2.35
C -4.53 -3.73 1.97
C -4.91 -3.71 0.67
C -3.93 -3.35 -0.26
N -2.65 -3.32 0.02
C -2.23 -3.37 1.30
C -0.83 -3.32 1.51
O 0.01 -3.07 0.60
H -0.96 -4.01 4.87
H -5.27 -3.98 2.75
H -5.98 -3.90 0.50
H -4.13 -3.29 -1.34
C 4.25 5.30 5.95
C 4.32 5.58 4.39
C 5.68 6.29 4.17
C 3.20 6.56 4.09
C 4.22 4.30 3.61
C 5.28 3.39 3.64
C 5.25 2.18 2.96
C 4.14 1.84 2.19
O 3.84 0.77 1.45
B 2.39 0.93 1.02
O 1.96 2.17 1.51
C 3.01 2.71 2.22
C 3.10 3.91 2.94
H 4.51 6.24 6.47
H 5.01 4.54 6.24
H 3.23 5.07 6.28
H 5.72 7.28 4.65
H 5.67 6.58 3.10
H 6.47 5.63 4.39
H 3.32 7.48 4.62
H 2.27 6.04 4.33
H 3.06 6.88 3.03
H 6.18 3.58 4.34
H 5.92 1.34 3.11
H 2.20 4.55 2.92


Entry 2:
95
Properties=species:S:1:pos:R:3 method="wB97M-V/def2-TZVPD" orbital_gap_ev="6.836 / 4.240" homo_ha="-0.474 / -0.481" spin_multiplicity=5 total_energy_ev=-174001.9411 lumo_energy_ha="-0.2224 / -0.3249" mol_weight_da=750.50 total_charge=+2 s2=6.147
C -0.57 7.33 -6.19
C -0.71 5.95 -6.44
C -1.04 5.55 -7.75
C -1.23 6.53 -8.74
N -1.09 7.83 -8.48
C -0.77 8.23 -7.25
C -0.56 4.97 -5.39
C -0.55 4.05 -4.58
C -0.62 3.04 -3.61
C 0.39 2.99 -2.65
C 0.32 2.02 -1.65
C -0.81 1.13 -1.66
C -1.83 1.18 -2.57
C -1.71 2.15 -3.58
Fe 0.35 0.37 -0.50
P 2.26 -0.59 -1.04
H -1.16 4.50 -8.00
H -0.31 7.70 -5.20
H -1.50 6.23 -9.76
H -0.68 9.31 -7.08
H -2.47 2.24 -4.36
H 1.20 3.72 -2.68
H -2.68 0.50 -2.49
H 1.13 2.07 -0.86
C 2.36 -2.18 -0.13
C 3.11 -3.32 -0.80
H 1.31 -2.48 0.06
H 2.80 -1.93 0.84
H 3.05 -4.20 -0.14
H 2.68 -3.62 -1.76
H 4.18 -3.11 -0.95
C 2.03 -0.97 -2.83
C 2.93 -0.21 -3.80
H 0.98 -0.73 -3.06
H 2.14 -2.05 -2.95
H 2.64 -0.47 -4.83
H 2.82 0.88 -3.70
H 3.99 -0.47 -3.68
C 3.89 0.21 -0.84
C 5.14 -0.66 -0.91
H 3.85 0.71 0.14
H 3.93 1.01 -1.60
H 6.01 -0.02 -0.77
H 5.16 -1.42 -0.12
H 5.26 -1.17 -1.88
Br -1.28 -1.19 -0.12
P -2.38 -3.05 -3.84
C -0.58 -3.24 -3.61
C -0.13 -4.64 -4.06
H -0.34 -3.04 -2.55
H -0.10 -2.47 -4.22
H 0.93 -4.63 -4.33
H -0.28 -5.38 -3.27
H -0.70 -4.97 -4.93
C -3.09 -2.97 -2.16
C -4.49 -3.57 -2.07
H -3.10 -1.91 -1.87
H -2.40 -3.49 -1.47
H -4.78 -3.70 -1.02
H -5.21 -2.90 -2.55
H -4.54 -4.54 -2.56
C -2.57 -1.38 -4.58
C -2.90 -1.45 -6.08
H -1.63 -0.83 -4.40
H -3.38 -0.86 -4.04
H -3.27 -0.48 -6.43
H -2.01 -1.70 -6.67
H -3.66 -2.21 -6.28
C -1.72 1.77 1.67
P 0.08 1.50 1.48
C 0.71 3.19 1.86
C 0.02 4.32 1.37
C 0.42 5.61 1.73
C 1.54 5.80 2.54
C 2.26 4.69 2.98
C 1.85 3.40 2.65
C 0.51 0.58 3.01
C 1.82 0.08 3.15
C 2.23 -0.51 4.35
C 1.33 -0.62 5.41
C 0.01 -0.18 5.27
C -0.40 0.42 4.07
H -2.08 2.37 0.83
H -1.92 2.30 2.62
H -2.23 0.80 1.66
H -0.85 4.19 0.72
H -0.15 6.47 1.37
H 1.85 6.80 2.82
H 3.15 4.83 3.60
H 2.41 2.54 3.02
H 2.53 0.16 2.32
H 3.25 -0.86 4.45
H 1.65 -1.07 6.35
H -0.70 -0.29 6.08
H -1.43 0.76 3.97


Entry 3:
107
Properties=species:S:1:pos:R:3 method="wB97M-V/def2-TZVPD" orbital_gap_ev="6.632 / 4.604" homo_ha="-0.472 / -0.472" spin_multiplicity=4 total_energy_ev=-195847.6878 lumo_energy_ha="-0.2279 / -0.3024" relative_energy_kj_mol=149.1 mol_weight_da=965.82 total_charge=+2 s2=3.799
V 1.55 0.91 0.39
C -2.73 2.24 -2.34
C -2.08 0.94 -1.86
C -1.72 0.08 -3.05
C -3.07 0.19 -0.98
O -0.87 1.23 -1.10
Ge -0.58 2.93 -0.58
O 0.44 1.96 1.27
C 0.03 2.65 2.53
C -1.45 3.04 2.43
C 0.88 3.90 2.72
C 0.19 1.71 3.71
O 1.24 2.94 -1.02
C 1.78 4.05 -1.80
C 2.98 4.64 -1.06
C 2.16 3.55 -3.18
C 0.74 5.16 -1.95
H -3.59 2.03 -2.97
H -2.01 2.83 -2.94
H -3.07 2.86 -1.50
H -2.60 -0.07 -3.69
H -1.37 -0.89 -2.72
H -0.95 0.58 -3.66
H -4.01 0.03 -1.51
H -3.28 0.74 -0.06
H -2.68 -0.80 -0.72
H -1.60 3.92 1.81
H -1.80 3.28 3.43
H -2.05 2.22 2.04
H 1.10 4.35 1.75
H 1.82 3.68 3.23
H 0.34 4.64 3.32
H -0.54 0.89 3.67
H 0.04 2.27 4.63
H 1.19 1.28 3.74
H 3.87 4.00 -1.13
H 2.74 4.79 -0.01
H 3.25 5.60 -1.50
H 2.92 2.76 -3.13
H 2.57 4.36 -3.78
H 1.28 3.15 -3.69
H 0.44 5.57 -0.98
H -0.16 4.80 -2.47
H 1.15 5.97 -2.55
C 4.15 -0.70 1.11
N 3.55 0.66 1.28
C 3.68 1.08 2.71
C 4.28 1.65 0.44
C 4.09 1.31 -1.03
N 2.82 0.58 -1.19
C 2.62 -0.05 -2.36
C 1.64 -1.08 -2.45
F 0.97 -1.34 -1.37
C 1.47 -1.85 -3.56
F 0.58 -2.81 -3.55
C 2.24 -1.63 -4.70
C 3.20 -0.62 -4.67
F 3.94 -0.39 -5.74
C 3.40 0.14 -3.56
F 4.32 1.06 -3.63
H 4.96 -0.85 1.83
H 4.57 -0.82 0.11
H 3.41 -1.48 1.25
H 4.72 1.04 3.02
H 3.10 0.43 3.35
H 3.32 2.10 2.82
H 5.34 1.67 0.68
H 3.85 2.63 0.66
H 4.91 0.71 -1.40
H 4.09 2.21 -1.62
H 2.10 -2.24 -5.58
Cl -0.09 -6.05 -2.93
C -0.67 -5.42 -1.43
C -1.71 -4.51 -1.42
C -2.17 -4.02 -0.20
C -1.63 -4.44 1.01
C -2.19 -3.91 2.32
C -2.24 -2.38 2.35
N -0.86 -1.84 2.21
C 0.21 -2.18 3.02
C 1.28 -1.49 2.57
N 0.88 -0.73 1.47
C -0.42 -0.98 1.30
O -3.40 -4.48 2.74
C -4.55 -4.50 1.89
C -5.20 -3.16 1.67
C -5.54 -2.28 2.65
Cl -5.31 -2.47 4.34
S -6.29 -0.87 2.03
C -6.18 -1.45 0.43
C -5.59 -2.66 0.38
C -0.58 -5.35 0.96
Cl 0.19 -5.94 2.40
C -0.09 -5.84 -0.25
H -2.17 -4.19 -2.35
H -2.99 -3.31 -0.21
H -1.51 -4.21 3.11
H -2.65 -2.06 3.30
H -2.85 -1.96 1.55
H 0.12 -2.86 3.86
H 2.28 -1.51 2.97
H -1.03 -0.53 0.53
H -5.24 -5.18 2.39
H -4.31 -4.95 0.93
H -6.58 -0.86 -0.39
H -5.45 -3.22 -0.54
H 0.72 -6.55 -0.26


Entry 4:
102
Properties=species:S:1:pos:R:3 method="wB97M-V/def2-TZVPD" orbital_gap_ev="7.179 / 5.171" homo_ha="-0.184 / -0.185" spin_multiplicity=2 total_energy_ev=-185257.6338 lumo_energy_ha="0.0800 / 0.0052" relative_energy_kj_mol=108.0 mol_weight_da=986.79 total_charge=-1 s2=0.753
Sc 0.01 -0.29 -0.06
I 0.64 -1.58 2.91
C 2.27 -2.52 2.00
C 2.80 -3.59 2.65
C 3.95 -4.22 2.11
C 4.52 -3.73 0.98
C 3.97 -2.61 0.30
C 4.60 -2.10 -0.87
C 4.07 -1.03 -1.51
C 2.87 -0.46 -1.03
C 2.19 -0.90 0.07
C 2.79 -1.99 0.78
H 2.36 -3.95 3.57
H 4.37 -5.08 2.62
H 5.41 -4.20 0.57
H 5.50 -2.59 -1.23
H 4.54 -0.64 -2.41
H 2.45 0.35 -1.62
C -4.74 0.83 1.08
Si -3.19 -0.22 0.94
C -3.34 -0.96 -0.76
C -3.34 -1.52 2.25
N -1.63 0.58 1.06
C -1.30 1.40 2.13
C -2.18 1.76 3.17
C -1.80 2.59 4.21
C -0.51 3.10 4.27
C 0.39 2.76 3.27
C -0.01 1.93 2.24
O 0.87 1.55 1.21
C 2.21 1.93 1.39
C 2.64 3.09 0.79
C 3.96 3.49 0.97
C 4.82 2.73 1.74
C 4.36 1.56 2.35
C 3.04 1.16 2.18
H -5.56 0.15 0.84
H -4.76 1.64 0.34
H -4.93 1.27 2.06
H -4.25 -0.58 -1.25
H -3.40 -2.05 -0.72
H -2.50 -0.73 -1.43
H -4.35 -1.96 2.24
H -3.16 -1.12 3.26
H -2.62 -2.33 2.07
H -3.19 1.37 3.15
H -2.52 2.83 4.98
H -0.20 3.75 5.08
H 1.40 3.14 3.30
H 1.96 3.66 0.18
H 4.32 4.39 0.49
H 5.85 3.03 1.87
H 5.02 0.95 2.95
H 2.66 0.27 2.65
S 0.12 -1.43 -2.49
C -0.61 -2.80 -1.74
S -0.71 -2.80 -0.02
C -1.09 -3.85 -2.51
C -1.71 -5.01 -1.91
N -2.21 -5.93 -1.45
C -1.01 -3.81 -3.95
N -0.94 -3.77 -5.10
C 3.01 2.81 -2.59
Si 1.33 2.49 -3.33
C 0.98 4.10 -4.23
C 1.50 1.12 -4.60
Ge -0.56 1.96 -1.91
Si -1.37 4.00 -0.90
C -1.90 5.15 -2.28
C -2.85 3.76 0.19
C -0.14 4.99 0.10
Si -2.31 1.49 -3.56
C -2.05 2.57 -5.07
C -3.95 1.97 -2.82
C -2.46 -0.22 -4.21
H 3.74 2.69 -3.41
H 3.31 2.15 -1.78
H 3.08 3.84 -2.23
H 1.69 4.14 -5.07
H 1.17 4.96 -3.58
H -0.03 4.19 -4.64
H 2.54 1.02 -4.90
H 0.90 1.35 -5.49
H 1.17 0.15 -4.22
H -2.73 4.74 -2.85
H -1.09 5.40 -2.97
H -2.25 6.08 -1.80
H -3.70 3.38 -0.37
H -3.13 4.74 0.60
H -2.65 3.08 1.02
H 0.70 5.36 -0.50
H 0.25 4.44 0.96
H -0.70 5.86 0.47
H -2.11 3.63 -4.86
H -2.86 2.31 -5.76
H -1.10 2.36 -5.57
H -4.09 3.06 -2.80
H -4.08 1.59 -1.81
H -4.75 1.54 -3.45
H -1.53 -0.61 -4.63
H -3.21 -0.18 -5.01
H -2.79 -0.94 -3.46